No. 1
This record from the OMol25 dataset describes C42H59NP3S4SbSiTa as an isolated structure at a distorted geometry. The level of theory is the ωB97M-V functional and the def2-TZVPD basis.

- HOMO level: -3.3 eV
- Gap between HOMO and LUMO: 0.1811 hartree
- LUMO level: 1.65 eV
- Net charge: -1
- Energy relative to the best compared isomer or geometry (same formula, charge and spin): 84.2 kJ/mol
- 2S+1: 1

```
112
C42H59NP3S4SbSiTa (the ωB97M-V functional and the def2-TZVPD basis)
Ta 0.2805 -0.7907 1.3934
C -4.6429 -2.4222 2.1005
C -3.2290 -1.8209 2.4022
C -3.3626 -0.3135 2.7594
P -1.9955 -2.0305 0.9633
C -1.9886 -3.8994 0.6802
C -1.8201 -4.7543 1.9190
C -0.8740 -4.1454 -0.3505
C -2.8872 -1.3641 -0.4574
C -3.8770 -2.0904 -1.1170
C -4.5475 -1.5493 -2.2241
C -4.2339 -0.2763 -2.6668
C -3.1372 0.3779 -2.1131
C -2.4722 -0.1425 -0.9977
Si -0.9942 0.8536 -0.3419
C -0.2085 1.7402 -1.8300
C -0.3180 3.1313 -1.8906
C -0.2552 3.8413 -3.1061
C -0.0936 3.1429 -4.3138
C 0.1149 1.7603 -4.2834
C 0.1635 1.0690 -3.0577
P 1.1737 -0.4343 -3.0163
C 0.5222 -1.3518 -4.5287
C 1.1917 -2.7359 -4.5251
C -1.0304 -1.4273 -4.5098
C 2.9167 0.1240 -3.6465
C 3.5081 1.0180 -2.5680
C 3.0469 0.7297 -5.0787
C -1.9368 2.2423 0.6584
C -3.0975 2.9284 0.1928
C -3.7850 3.8472 1.0077
C -3.2403 4.1549 2.2508
C -1.9985 3.6799 2.6321
C -1.4340 2.6144 1.9091
P 0.0668 1.7390 2.5305
C 0.1653 2.1708 4.4280
C 0.1200 1.0325 5.4766
C 1.2907 3.1976 4.7807
C 1.3441 2.7443 1.5510
C 1.4299 4.2741 1.7673
C 2.7193 2.0457 1.6646
H -5.2818 -2.3139 3.0230
H -4.5814 -3.4871 1.8885
H -5.1348 -1.8572 1.2700
H -2.7226 -2.3456 3.2315
H -3.7399 0.3138 1.9147
H -2.3940 0.0970 3.0329
H -4.0077 -0.1653 3.6393
H -2.9151 -4.1987 0.2039
H -1.6983 -4.2195 2.8857
H -1.0410 -5.5225 1.7065
H -2.7944 -5.3078 2.0163
H 0.1109 -4.0229 0.1208
H -0.8657 -3.3890 -1.1553
H -0.9598 -5.1304 -0.7448
H -4.1913 -3.1014 -0.7859
H -5.3286 -2.1921 -2.6431
H -4.7738 0.2278 -3.4498
H -2.7962 1.3211 -2.5964
H -0.5210 3.6868 -0.9598
H -0.3339 4.9191 -3.0525
H -0.0889 3.6416 -5.2831
H 0.3134 1.2326 -5.2142
H 0.8837 -0.8121 -5.4005
H 0.9454 -3.3584 -3.6121
H 2.2923 -2.6889 -4.6476
H 0.8624 -3.2982 -5.4254
H -1.4618 -1.8404 -3.5917
H -1.3440 -2.1152 -5.3453
H -1.4819 -0.4321 -4.6727
H 3.4526 -0.8039 -3.6192
H 3.1416 2.0406 -2.6909
H 4.6122 1.0625 -2.5969
H 3.1680 0.6551 -1.5828
H 2.5654 1.6995 -5.1850
H 2.6613 0.0750 -5.8622
H 4.1693 0.7962 -5.2792
H -3.4480 2.7431 -0.8029
H -4.6537 4.3600 0.6251
H -3.8008 4.8487 2.8656
H -1.4103 4.1239 3.4475
H -0.7877 2.7019 4.5040
H 1.1144 0.6168 5.6180
H -0.4833 0.1525 5.2009
H -0.2539 1.4126 6.4401
H 2.2468 2.8967 4.3463
H 1.3936 3.2820 5.8699
H 1.0324 4.1900 4.3871
H 1.0855 2.6181 0.5004
H 2.0630 4.5718 2.6353
H 0.4560 4.7240 1.9080
H 1.8899 4.7811 0.8608
H 3.0369 1.8236 2.6979
H 3.5240 2.6898 1.1981
H 2.7618 1.0686 1.1758
S 4.1143 0.3412 4.6417
Sb 3.8724 -1.9214 4.1275
S 0.9236 -2.9877 2.4969
S 1.2282 -1.3166 3.6411
S 2.9931 -3.3677 5.8697
N 1.7738 -0.9601 0.4431
C 2.9839 -1.5149 0.1895
C 3.0563 -2.5157 -0.7925
C 4.2222 -3.2109 -0.9889
C 5.3395 -2.9750 -0.1861
C 5.2674 -1.9441 0.7660
C 4.1332 -1.1726 0.9114
H 2.1569 -2.6862 -1.3813
H 4.2578 -4.0066 -1.7667
H 6.2670 -3.4939 -0.2791
H 6.1485 -1.7147 1.3648
H 4.1800 -0.2347 1.4844
```

---

No. 2
This record from the OMol25 dataset describes C42H60BGe3N9NiSe as an isolated structure at a distorted geometry. The level of theory is the ωB97M-V functional and the def2-TZVPD basis.

- HOMO level (spin up / spin down): -3.7 / -4.0 eV
- Gap between HOMO and LUMO (spin up / spin down): 0.2224 / 0.1881 hartree
- LUMO level (spin up / spin down): 2.34 / 1.09 eV
- Net charge: -1
- Energy relative to the best compared isomer or geometry (same formula, charge and spin): 0.0 kJ/mol
- 2S+1: 4

```
117
C42H60BGe3N9NiSe (the ωB97M-V functional and the def2-TZVPD basis)
Ni -0.4036 0.3906 0.1851
C -0.9520 1.0866 -5.3321
C -0.3297 0.6905 -3.9899
C 0.2467 1.9226 -3.2916
C -1.3614 0.0072 -3.1270
C -2.3993 -0.8575 -3.5455
C -3.2011 -0.9947 -2.4414
N -2.6593 -0.2978 -1.4179
N -1.5089 0.2976 -1.8447
B -3.5217 0.4083 -0.3144
N -3.4445 -0.1247 1.1431
C -4.5070 -0.6451 1.7955
C -4.2960 -0.5117 3.1428
C -3.0592 0.1644 3.2385
N -2.5458 0.3666 2.0336
C -2.5235 0.7874 4.5013
C -1.0599 1.1889 4.4298
C -3.3806 2.0198 4.8245
N -3.1575 1.9012 -0.3170
C -3.9604 2.9324 -0.6320
C -3.2284 4.0920 -0.5270
C -1.9437 3.6621 -0.1337
N -1.9163 2.3430 -0.0126
C -0.7302 4.5182 0.0910
C 0.4359 3.7304 0.6655
C -1.0681 5.7105 0.9876
H -0.1925 1.5415 -5.9705
H -1.7560 1.8124 -5.1843
H -1.3651 0.2280 -5.8625
H 0.4795 -0.0109 -4.1977
H -0.5410 2.4880 -2.7877
H 0.7376 2.5737 -4.0191
H 0.9838 1.6518 -2.5364
H -2.5630 -1.2706 -4.5257
H -4.1477 -1.4955 -2.3220
H -4.6757 0.2758 -0.6535
H -5.3412 -1.0498 1.2475
H -4.9488 -0.8123 3.9459
H -2.6569 0.0639 5.3128
H -0.8849 1.8103 3.5492
H -0.4100 0.3197 4.3702
H -0.7809 1.7597 5.3185
H -3.2715 2.7606 4.0290
H -3.0664 2.4752 5.7669
H -4.4379 1.7621 4.8979
H -4.9877 2.7599 -0.9047
H -3.5679 5.0973 -0.7106
H -0.4237 4.9128 -0.8858
H 0.1867 3.3705 1.6683
H 1.3200 4.3676 0.7353
H 0.6769 2.8608 0.0490
H -1.4029 5.3612 1.9673
H -1.8639 6.3221 0.5607
H -0.1909 6.3449 1.1322
C 5.5502 0.9652 -1.5026
Ge 3.7446 1.5886 -0.9580
C 4.0912 2.5239 0.7614
C 3.3493 3.0935 -2.1826
Ge 1.9628 -0.1224 -0.8163
C 2.0763 -1.0317 -2.5947
C 2.9836 -0.7519 -3.6169
C 2.9478 -1.4330 -4.8296
C 2.0089 -2.4341 -5.0428
C 1.1014 -2.7402 -4.0366
C 1.1349 -2.0360 -2.8411
C 2.9305 -1.5291 0.2590
C 2.4084 -2.8293 0.2760
C 2.9534 -3.8372 1.0580
C 4.0564 -3.5748 1.8619
C 4.6052 -2.3026 1.8538
C 4.0483 -1.3012 1.0623
H 6.3019 1.6895 -1.1782
H 5.6206 0.8703 -2.5872
H 5.7863 -0.0045 -1.0637
H 4.8979 3.2436 0.5964
H 4.3968 1.8454 1.5573
H 3.2136 3.0764 1.0983
H 4.0702 3.8973 -2.0127
H 2.3457 3.4868 -2.0191
H 3.4218 2.7784 -3.2253
H 3.7312 0.0198 -3.4769
H 3.6587 -1.1826 -5.6088
H 1.9819 -2.9655 -5.9864
H 0.3511 -3.5081 -4.1899
H 0.3768 -2.2392 -2.0910
H 1.5477 -3.0647 -0.3428
H 2.5101 -4.8267 1.0509
H 4.4757 -4.3514 2.4895
H 5.4703 -2.0811 2.4691
H 4.5080 -0.3204 1.0812
Se 0.2480 -4.2165 4.0325
N 1.2918 -2.8777 4.3527
C 1.3289 -1.7059 3.6735
C 2.2371 -0.7325 4.1145
C 2.3085 0.4769 3.4663
C 1.4709 0.7022 2.3870
N 0.5863 -0.1954 1.9504
C 0.5103 -1.3814 2.5540
N -0.3845 -2.3698 2.1323
H 2.8681 -0.9731 4.9594
H 3.0011 1.2471 3.7765
H 1.5014 1.6325 1.8405
C -1.6868 -5.4325 1.4020
Ge -1.9844 -3.8543 0.2871
C -3.9013 -3.4892 0.2317
C -1.3819 -4.2150 -1.5388
C -0.8923 -2.3555 0.9661
H -2.2131 -6.2806 0.9593
H -2.0731 -5.2763 2.4092
H -0.6265 -5.6768 1.4631
H -4.3814 -4.2731 -0.3578
H -4.0971 -2.5266 -0.2343
H -4.3288 -3.4847 1.2334
H -1.9246 -5.0811 -1.9228
H -0.3137 -4.4293 -1.5850
H -1.5978 -3.3607 -2.1849
H -0.6168 -1.5515 0.2583
```

---

No. 3
This record from the OMol25 dataset describes C42H60FIrN2OP3Si as an isolated structure at a distorted geometry. The level of theory is the ωB97M-V functional and the def2-TZVPD basis.

- HOMO level (spin up / spin down): -7.2 / -11.1 eV
- Gap between HOMO and LUMO (spin up / spin down): 0.1611 / 0.2725 hartree
- LUMO level (spin up / spin down): -2.81 / -3.70 eV
- Net charge: +1
- 2S+1: 5

```
111
C42H60FIrN2OP3Si (the ωB97M-V functional and the def2-TZVPD basis)
Ir 0.0117 0.1308 -0.6526
C -3.6982 -1.0325 -1.3779
C -2.7315 -2.1665 -1.7243
C -3.4512 -3.5163 -1.6731
P -1.2315 -1.9855 -0.6278
C -0.0658 -3.4132 -0.9542
C -0.1237 -3.8702 -2.4180
C -0.1104 -4.6088 -0.0066
C -1.9538 -2.1498 1.0497
C -2.5992 -3.3243 1.4415
C -3.2406 -3.4059 2.6671
C -3.2158 -2.3225 3.5312
C -2.5513 -1.1655 3.1579
C -1.9316 -1.0468 1.9129
Si -1.1044 0.6078 1.4103
C -0.3494 1.1968 3.0454
C -1.0154 2.0320 3.9450
C -0.4907 2.3149 5.1954
C 0.7342 1.7797 5.5701
C 1.4335 0.9801 4.6812
C 0.8975 0.6816 3.4269
P 1.9091 -0.3773 2.3118
C 3.5394 0.5526 2.2718
C 3.2949 1.9465 1.6938
C 4.6104 -0.2103 1.4980
C 2.1757 -1.9718 3.2199
C 3.2406 -1.9691 4.3166
C 0.8225 -2.4415 3.7601
C -2.5751 1.7249 0.8504
C -3.6916 1.9250 1.6623
C -4.7525 2.7216 1.2570
C -4.7360 3.3095 0.0018
C -3.6638 3.0816 -0.8458
C -2.5820 2.3072 -0.4287
P -1.1514 2.0168 -1.5259
C -0.1361 3.5609 -1.2603
C -0.8727 4.8974 -1.2926
C 1.0817 3.5688 -2.1832
C -1.8327 1.9322 -3.2667
C -1.9711 3.2337 -4.0560
C -0.9750 0.9339 -4.0526
H -4.5151 -0.9847 -2.1001
H -3.1912 -0.0680 -1.3645
H -4.1288 -1.1928 -0.3876
H -2.3553 -1.9996 -2.7389
H -4.1305 -3.5503 -0.8223
H -2.7598 -4.3552 -1.5998
H -4.0424 -3.6515 -2.5799
H 0.8954 -2.9214 -0.7769
H -0.8505 -4.6711 -2.5506
H 0.8495 -4.2560 -2.7257
H -0.3990 -3.0654 -3.1032
H -1.0000 -5.2223 -0.1503
H -0.0604 -4.2934 1.0345
H 0.7568 -5.2407 -0.2097
H -2.6153 -4.1875 0.7943
H -3.7622 -4.3136 2.9415
H -3.7219 -2.3754 4.4868
H -2.5086 -0.3337 3.8523
H -1.9559 2.4848 3.6619
H -1.0323 2.9531 5.8816
H 1.1510 1.9875 6.5467
H 2.3935 0.5810 4.9784
H 3.8470 0.6506 3.3165
H 2.8490 1.8946 0.6975
H 4.2419 2.4818 1.6077
H 2.6259 2.5271 2.3289
H 4.3964 -0.2129 0.4292
H 4.6925 -1.2494 1.8187
H 5.5814 0.2640 1.6457
H 2.4862 -2.6545 2.4259
H 2.8848 -1.4926 5.2300
H 4.1687 -1.4907 4.0042
H 3.4793 -3.0043 4.5654
H 0.4735 -1.7838 4.5576
H 0.9104 -3.4514 4.1634
H 0.0711 -2.4493 2.9700
H -3.7514 1.4267 2.6228
H -5.5942 2.8762 1.9199
H -5.5556 3.9391 -0.3185
H -3.6753 3.5139 -1.8382
H 0.2076 3.3917 -0.2314
H -1.0771 5.2200 -2.3131
H -0.2455 5.6595 -0.8264
H -1.8081 4.8583 -0.7390
H 0.7948 3.7796 -3.2137
H 1.6033 2.6124 -2.1636
H 1.7834 4.3450 -1.8723
H -2.8262 1.4926 -3.1299
H -0.9966 3.6154 -4.3599
H -2.4901 4.0122 -3.5007
H -2.5437 3.0391 -4.9646
H 0.0397 1.3168 -4.1895
H -1.4055 0.7570 -5.0406
H -0.9123 -0.0214 -3.5259
F 1.4690 -1.2164 0.8459
N 5.1695 -0.4576 -5.5756
C 5.2313 0.1063 -4.3435
O 6.2044 0.7253 -3.9651
C 4.0300 -0.0522 -3.4651
C 3.9840 0.7118 -2.3020
C 2.9034 0.6054 -1.4586
N 1.8506 -0.1883 -1.7117
C 1.9140 -0.9553 -2.8076
C 2.9697 -0.9301 -3.6918
H 5.9729 -0.3478 -6.1709
H 4.3582 -0.9215 -5.9354
H 4.8213 1.3581 -2.0758
H 2.8604 1.1566 -0.5292
H 1.0748 -1.6176 -2.9684
H 2.9680 -1.6226 -4.5220
```